No. 1
{"formula": "C9H15N2O", "method": "the ωB97M-V functional and the def2-TZVPD basis", "species": ["O", "N", "N", "C", "C", "C", "C", "C", "C", "C", "C", "C", "H", "H", "H", "H", "H", "H", "H", "H", "H", "H", "H", "H", "H", "H", "H"], "xyz": [[-3.12610, 1.61790, 0.06353], [1.55197, 0.43241, 0.01720], [-1.28162, 0.30505, -0.51101], [0.75408, 1.66578, -0.24014], [-0.41727, -1.91462, -1.33065], [-1.72578, -1.48710, 0.75629], [-2.74276, -0.59655, 0.92520], [-0.48975, 1.31688, -1.14044], [-2.49070, 0.60362, 0.15789], [0.81034, -0.68121, 0.68334], [-0.69223, -0.92086, -0.12347], [2.73730, 0.74894, 0.89664], [1.44666, -1.53613, 0.73589], [1.87557, 0.06872, -0.84947], [-0.22988, 1.02308, -2.05250], [0.28580, -2.64132, -0.98528], [-0.04297, -1.34206, -2.14075], [-3.64824, -0.65282, 1.46973], [1.39715, 2.44550, -0.79717], [2.79754, 1.79313, 1.08807], [0.62191, -0.48874, 1.68965], [-1.37871, -2.34601, -1.71867], [3.64130, 0.40965, 0.40716], [0.44858, 1.91457, 0.73129], [2.60832, 0.32965, 2.01115], [-1.08026, 2.26152, -1.18627], [-1.63024, -2.32897, 1.44277]], "forces_ev_per_a": [[0.26, 0.20, -0.06], [0.52, 0.00, 1.81], [0.02, 1.39, -0.18], [-0.18, -0.10, -2.95], [-1.77, 0.99, 0.94], [-1.76, 1.16, 2.66], [1.07, -1.57, -0.30], [-0.73, 2.25, 4.73], [0.78, -0.14, -0.84], [-3.24, -0.21, -2.45], [2.42, -1.47, -0.31], [0.03, -1.04, 2.34], [0.37, -0.76, -0.67], [0.51, -0.33, -1.03], [1.37, -0.99, -4.05], [0.24, -0.76, -0.15], [0.78, 0.41, -0.90], [-0.52, -0.45, 0.66], [-0.80, -1.25, 1.29], [0.01, 0.98, -0.38], [-0.50, 1.18, 1.59], [0.93, 0.18, 0.65], [0.13, -0.20, 0.23], [-0.57, 1.16, 1.18], [0.27, 0.39, -2.82], [0.21, -0.77, -0.16], [0.14, -0.25, -0.82]], "lowdin_charge": [0.13, -0.13, -0.02, -0.04, 0.02, 0.01, 0.07, -0.07, -0.42, 0.01, -0.39, 0.02, 0.13, 0.17, 0.08, 0.07, 0.06, 0.12, 0.18, 0.08, 0.11, 0.12, 0.11, 0.13, 0.16, 0.16, 0.14], "homo_energy_ev": -13.1, "homo_lumo_gap_ev": 10.027, "charge": 1, "de_lowest_kj_mol": 185.3}


No. 2
{"formula": "CH2FNO2", "method": "the ωB97M-V functional and the def2-TZVPD basis", "species": ["F", "O", "O", "N", "C", "H", "H"], "xyz": [[-0.25883, -0.87337, 0.03358], [3.44034, -0.15620, -0.58085], [1.47220, 1.13223, 0.44238], [1.70054, 0.18318, -0.14512], [0.94290, -0.88076, -0.57839], [0.84530, -1.03075, -1.68625], [1.63367, -1.82352, -0.23284]], "forces_ev_per_a": [[-0.57, -0.09, -0.04], [-5.38, 0.80, 1.09], [-1.73, 1.43, 1.24], [9.14, -0.46, -2.63], [-0.04, -4.77, 0.06], [0.31, 0.92, 0.92], [-1.73, 2.17, -0.63]], "lowdin_charge": [0.03, -0.24, 0.22, -0.17, -0.21, 0.17, 0.20], "homo_energy_ev": [-10.1, -10.1], "homo_lumo_gap_ev": [8.443, 8.442], "charge": 0, "de_lowest_kj_mol": 544.9}